#w
C36H34AsN4O9Rb as an isolated structure, computed with ωB97M-V/def2-TZVPD.

Computed properties:
**Net charge**: -2
**HOMO energy**: -0.1068 Eh
**Orbital gap**: 6.84 eV
**LUMO**: 3.94 eV

```
85
C36H34AsN4O9Rb ωB97M-V/def2-TZVPD
C 3.0653 1.2522 0.4080
H -2.4193 -6.1340 -2.2670
C 4.8849 0.9980 2.0542
C 4.0245 1.9570 -0.4225
C 1.1012 0.5261 -2.9709
C -3.6664 -0.6811 3.6792
C 2.3390 0.1779 -5.0093
C 3.5804 0.7586 1.6778
C 2.7805 -0.0723 2.5776
C -2.2436 1.8520 -2.6664
C 5.7587 1.6777 1.2230
C 2.2677 -2.3061 -0.1490
C -4.0053 2.9982 -1.5241
C -3.5816 1.9485 -2.3455
O 1.6987 -0.5661 2.3416
C -1.8316 -5.2528 -2.0350
H -4.6554 -1.0080 3.3303
C -1.7094 3.6761 -1.4327
H -1.1201 -4.9930 -4.0444
N -1.2927 2.6982 -2.2411
H 3.0579 -4.8257 1.9915
H 2.4303 -2.5840 -3.0549
H 5.3539 -4.0227 1.4929
O -1.2133 2.5706 4.0586
O -1.1989 3.4527 1.9854
C -3.6851 0.8031 4.0198
H -1.1507 -3.1585 0.5318
H -4.5194 0.9973 4.7244
O 7.8869 2.4487 0.8572
C -0.3009 -2.9713 -1.4364
C -1.8320 -4.7291 -0.7483
H -3.2762 4.6599 -0.3623
H 6.0162 2.6762 -0.6646
H -5.7994 0.9806 2.7320
H 0.5233 1.1924 -2.3421
H -3.6154 3.5651 2.1101
H 3.2609 -1.7557 -5.2160
C -1.0982 -4.6161 -3.0279
C 1.5615 0.9933 -4.1981
O -6.0100 0.5437 0.1402
H -3.0069 -0.5437 1.8832
C 4.4956 -3.5498 1.0285
Rb -0.6299 1.0192 1.4054
C -4.9464 0.6003 0.8094
H -0.9430 4.3285 -1.0268
C 2.1782 -1.5807 -3.3729
H -2.7546 1.0684 4.5143
H -3.4391 -1.2490 4.5839
O -2.6864 -0.9836 2.7094
C -1.7691 3.0241 3.0294
H -5.4376 2.4182 1.8076
H 1.3149 2.0045 -4.5036
H -5.8012 2.2685 -0.9511
H 1.1189 -3.7258 0.9885
H 5.2474 0.6270 3.0072
O 1.8877 1.0692 0.0352
H 3.2725 -0.2726 3.5556
C 2.6490 -1.1136 -4.5929
C 2.1109 -3.3761 0.7320
C 4.6667 -2.4738 0.1697
O 7.4831 1.4669 2.7250
N -3.7927 1.6170 2.8235
C -1.0856 -3.5940 -0.4606
As 0.6717 -1.3460 -0.8181
H -2.4365 -5.1869 0.0258
O -3.8337 0.0918 0.5246
H -3.7214 3.4688 3.8915
C 1.3992 -0.7665 -2.5480
H 2.7064 0.5447 -5.9615
C 3.2088 -3.9985 1.3076
C -0.3450 -3.4835 -2.7320
H -1.8981 1.0285 -3.2862
H -5.4742 3.8053 -0.4263
H 3.7196 -1.0046 -1.0554
C -3.3130 2.9904 2.9828
H 3.6644 2.3126 -1.3808
N -5.3430 3.1522 -1.1838
H -4.2935 1.2035 -2.6819
C 5.3109 2.1551 -0.0320
C -3.0247 3.8684 -1.0597
C 3.5615 -1.8586 -0.4111
H 0.1961 -2.9928 -3.5295
C -5.0333 1.4473 2.1025
H 5.6599 -2.0897 -0.0352
N 7.1188 1.8815 1.6294
```

***

#x
C36H34AsN4O9Rb as an isolated structure, computed with ωB97M-V/def2-TZVPD.

Computed properties:
**Net charge**: -2
**HOMO energy**: -0.1126 Eh
**Orbital gap**: 6.99 eV
**LUMO**: 3.93 eV

```
85
C36H34AsN4O9Rb ωB97M-V/def2-TZVPD
H -3.4396 1.7819 4.6024
N -3.5759 -2.1326 4.5157
C -2.8189 -2.0612 3.3382
C -1.5101 0.9326 4.1935
H -3.5583 2.7311 -0.7721
H 2.0748 4.1177 -3.0502
C 2.0409 -4.4466 -4.0278
H -3.8187 4.8910 -1.9466
H 0.1560 -4.0163 -3.6999
C 3.7918 2.0423 3.4965
C -0.5793 1.3805 2.0073
H -3.4322 -2.9870 5.0319
C 1.2784 5.2735 -1.4272
C -3.2325 -1.2765 2.2679
O 0.8664 -3.7299 -4.3296
H 5.2924 0.7582 4.3440
C -0.2991 1.3719 -3.8965
H 1.3680 6.2185 -1.9490
C 2.7268 2.1329 2.6137
C -0.9410 -5.3309 -1.6507
C -2.6404 1.6735 3.8785
O -1.8117 -6.1078 -1.2343
C 0.4277 -5.4124 -0.9327
H -2.7031 -0.5643 0.3113
H -1.8361 2.5261 0.7039
Rb 0.1256 -1.9244 -1.6062
C -3.1109 4.1496 -2.2912
H 2.9132 -5.4321 -0.1891
H 4.5806 -1.2206 3.0281
H 2.2057 3.0767 2.5006
O -1.8049 5.9068 -5.1117
C 2.7089 -4.5625 -0.8371
C 2.3251 1.0227 1.8731
C 1.6737 4.0959 -2.0440
H 0.9754 -6.0878 -3.1895
H 0.4283 6.1460 0.3396
O -3.2998 6.4935 -3.6756
C 0.9837 2.8260 -0.1033
As 0.7921 1.0225 0.6485
H 0.3184 -4.9078 0.0308
C -2.3400 4.4339 -3.4421
H 0.1724 3.9981 1.5056
H -4.1592 -0.7164 2.3107
H 3.5576 -4.4080 -1.5046
H -4.5582 -1.9549 4.3725
C 0.6045 4.0163 0.5125
C -1.6040 -2.7250 3.2263
N 1.5191 -4.7852 -1.6556
O 0.0593 0.2783 -3.5169
C 3.0026 -0.1839 2.0215
C -0.4866 0.7917 3.2665
O 2.8505 -2.2088 -0.5362
H 4.0987 2.9124 4.0658
C 0.7468 5.2307 -0.1455
C -2.4237 -1.1969 1.1488
O -1.8388 0.9112 -1.4044
C -1.7307 2.0972 1.6910
C -1.9998 1.9518 -2.0599
H 2.7042 -6.1077 -2.8178
H -1.2282 -3.3383 4.0373
H 2.7151 -1.0540 1.4367
N -2.4841 5.6809 -4.1113
C 4.0660 -0.2740 2.9161
H 0.1433 1.7940 -4.8287
H 1.7992 1.9611 -1.8875
H 0.3882 0.2051 3.5229
C -1.2703 2.2698 -3.2851
O -1.0593 -4.4640 -2.5687
C 1.5210 2.8828 -1.3873
C 4.4616 0.8321 3.6512
C 1.8210 -5.4530 -2.9123
C -0.8650 -2.5921 2.0600
O 2.0500 -3.4329 1.1648
C -1.4516 3.4843 -3.9200
H 2.3865 -4.9750 -4.9286
C -2.7472 2.2549 2.6224
H -3.6315 2.8238 2.3572
H -0.8810 3.7089 -4.8136
C -2.9607 2.9674 -1.6445
H 0.0984 -3.0818 1.9442
H -1.4309 0.4477 5.1592
C 2.5398 -3.2925 0.0177
H 0.6334 -6.4716 -0.7038
N -1.2630 -1.8422 1.0304
H 2.8333 -3.7469 -3.7283
```

***

Of them, #w has the lowest stability.